1.
Density functional theory data (ωB97M-V/def2-TZVPD) for a structure of composition C30H35Br2F2N5O4Se2Zr at a distorted geometry.

```
81
Properties=species:S:1:pos:R:3
C 1.7390 3.7417 0.3758
H 2.5047 2.3978 5.2242
C -2.5359 1.6806 -4.6616
F 2.6174 3.6859 3.0085
C -3.6366 -0.8386 3.8749
Zr 0.2129 -0.2697 0.1451
C 2.0312 1.8735 -1.5742
C -2.8568 -1.7694 1.6691
Se -0.9115 -2.2141 1.6139
N 3.0036 -0.9313 0.8832
C -3.3158 -0.4910 2.4032
N 1.7366 1.4656 -0.3387
C 1.8902 -2.5313 -0.4443
H 5.3168 -3.5940 2.4837
H -2.6630 1.4719 3.0299
H 1.5991 4.4637 1.1630
C 2.0629 2.4553 3.1214
H -2.4695 3.7063 -2.9873
H 0.7809 -1.0903 -3.0270
C 2.0059 4.1521 -0.9152
H -3.5720 1.6001 -4.3240
N -1.5729 -1.4270 -1.3244
C 1.5458 1.8049 2.0044
H -0.1939 2.1387 -5.4267
H -5.2719 -1.7814 3.4088
H -2.7120 -1.1387 4.3743
H -3.2867 -2.6318 2.1686
Br 4.5018 -6.0037 1.4090
C -0.6698 0.9952 -3.1924
H -2.2843 0.7697 -5.1975
C -4.5877 0.0446 1.7350
C 1.7451 -3.8612 -0.8074
N -0.0274 0.4098 -4.2532
H -3.0317 2.3660 -1.9636
H -1.3636 0.2799 2.8975
O 1.1903 -1.5574 -0.9954
H -2.4035 -0.8465 -1.2730
H -4.0123 0.0650 4.3755
H 1.7684 -0.6624 -4.4332
H -0.1348 0.6223 -6.3557
C 3.4655 -4.5874 0.6811
C 3.6950 -3.2575 1.0962
H -1.7883 -2.3397 -0.9371
C 4.8096 -1.5269 2.3273
N -1.6732 1.8566 -3.5082
C 2.8831 -2.2353 0.5431
C 4.6786 -2.8530 2.0234
H -2.4696 2.5294 -5.3468
H -6.3882 -0.5977 1.2972
H 0.6544 -1.0747 3.5680
C 2.5134 -4.8872 -0.2512
H 4.0094 0.4574 1.9837
H 0.3006 -1.6252 -4.6473
C 2.0923 1.8776 4.3714
F 1.5965 0.0067 5.6804
H -4.9318 0.9221 2.2994
O -5.6022 -0.9652 1.7059
H -3.2247 -1.7682 0.6463
H 2.3591 -5.9110 -0.5599
C 0.2462 1.1474 -5.4761
C -2.1733 2.7758 -2.5001
C 3.9411 -0.5970 1.7323
Se -1.7726 1.4019 0.6808
C 1.0472 -0.0788 3.3959
H 5.5584 -1.1946 3.0329
C 1.0216 0.4959 2.1260
H 1.3277 1.2629 -5.5943
O -4.5539 -1.9055 4.0428
C -2.2829 0.6341 2.4430
O -0.3432 0.7847 -2.0143
H 2.4625 3.4909 -2.9172
C 0.7470 -0.8082 -4.0736
H 2.1459 1.0950 -2.3180
Br 0.4588 -4.2522 -2.1366
C 1.6549 2.3756 0.6519
H -1.3256 -1.5628 -2.2976
C 2.2032 3.1996 -1.9088
H 2.0808 5.2079 -1.1424
C 1.5762 0.6010 4.4752
H -1.3945 2.9798 -1.7722
H -4.3441 0.3751 0.7233
```

Properties
LUMO level (eV): 0.0
HOMO level (eV): -7.246
Energy above the lowest of the compared OMol25 structures with the same formula, charge and spin (eV): 1.606
Charge: 0
Orbital gap (Ha): 0.26801
Electronic energy (Eh): -11936.75470

2.
Density functional theory data (ωB97M-V/def2-TZVPD) for a cluster of 5 separate species, C38H54NO3P in total at a distorted geometry.

```
97
Properties=species:S:1:pos:R:3
H -4.1046 -1.8004 3.5202
H -4.6698 -0.5308 5.5654
O -0.7716 1.7207 2.5554
H 1.6849 -1.7765 1.5093
H 2.2022 1.0408 -4.2410
C 5.1120 0.2804 -1.4896
C -5.3963 -1.2040 5.1284
H -0.7505 2.1727 4.5788
H 2.2215 0.8086 1.8207
C -3.7150 7.9571 2.4885
H 6.1835 0.3796 -1.3541
O 5.2505 2.6079 -2.0117
C 0.3278 -1.9618 -3.8473
H 0.4108 3.0802 3.5623
H 1.2835 1.1469 -1.9667
C 1.1154 2.1968 0.6645
C -1.5324 -1.3575 4.6053
H 3.9508 0.8066 -4.3185
C 1.2136 0.8631 1.4008
H -0.3262 -3.0710 -0.4070
H 2.1864 -2.7822 0.1772
H 4.6248 0.0190 -0.5544
C 6.6521 -4.7478 -3.7461
C -1.4912 -2.2160 -5.9279
C -2.2884 6.6383 1.0726
H 3.3257 -5.0326 -4.3032
C 4.5652 1.5976 -2.0127
C -3.5956 5.5752 2.7878
H 1.2404 3.0245 1.3637
C 3.0773 0.7271 -3.6765
H -0.2850 -3.8680 -6.5777
H 0.1405 -1.4331 2.9348
C 0.1846 0.6828 2.5365
C 2.1823 2.3750 -0.4243
H -2.4958 -0.5371 -5.0492
H 1.3350 -3.6336 -4.7225
H 0.4045 -1.5370 -0.8001
H 0.7446 0.7184 3.4789
C 0.1096 -2.1766 0.0338
H -3.9067 4.6785 3.3089
C -4.1093 6.8092 3.1616
H 7.5120 -5.3488 -3.4807
C -7.2632 -2.9204 4.0017
C -1.6124 0.1351 -0.0722
H 0.1271 2.3344 0.2273
C -0.7498 -1.0916 -3.9349
C -2.8054 7.8716 1.4436
C -0.5454 -0.6818 2.5413
H 2.9390 -0.3106 -3.3532
H 5.8116 -1.5535 -4.4879
H -1.8799 -2.3788 4.4328
H -0.7360 0.4846 -0.6174
C 6.8003 -3.3862 -3.9695
C -0.4152 -3.0885 -5.8386
H -5.7624 -3.3338 2.5252
H 4.9359 -0.4895 -2.2409
H -7.9917 -3.5891 3.5616
H 3.5896 -2.6047 -4.7033
C -5.0776 -1.9179 3.9815
C 5.6975 -2.6161 -4.3122
H 3.1562 2.4732 0.0614
O -1.6504 -0.5848 3.4330
C 0.4938 -2.9559 -4.7991
H -1.5760 6.5717 0.2605
C -6.6469 -1.3489 5.7130
H -1.3331 3.4276 3.4986
C -1.6571 -1.2173 -4.9778
C -0.5889 2.6419 3.6037
H -0.8848 -0.3169 -3.1906
H -2.2838 4.5269 1.4526
H 1.0393 -1.8676 -3.0367
P -1.2839 -1.3471 0.9620
C 4.4487 -3.2083 -4.4349
C 5.4022 -5.3394 -3.8649
C 2.2462 1.2688 -1.4652
H -8.5578 -2.3163 5.6016
H 5.2871 -6.4009 -3.6886
H -2.4995 8.7668 0.9180
H 1.1419 0.0601 0.6716
H 1.9817 3.2998 -0.9629
H -0.5238 -1.3463 5.0229
H -4.8180 6.8761 3.9767
H -2.3570 -0.1685 -0.8076
H -2.0388 0.9287 0.5354
C -7.5811 -2.2061 5.1485
H -6.8942 -0.7928 6.6082
H 1.1818 -3.4504 1.4530
H -2.1906 -0.9137 5.3520
H -2.2014 -2.3140 -6.7384
C 4.3002 -4.5700 -4.2103
H -4.1171 8.9192 2.7784
H 7.7752 -2.9255 -3.8779
H 2.4988 0.3018 -1.0124
C 1.3484 -2.5651 0.8406
N 3.2139 1.6246 -2.5166
C -6.0115 -2.7768 3.4190
C -2.6847 5.4901 1.7442
```

Properties
LUMO level (eV): 0.6
SMILES: CCP(C)[C@H](OC)[C@@H](CCCCN(C)C(C)=O)OC.c1ccccc1.c1ccccc1.c1ccccc1.c1ccccc1
HOMO level (eV): -8.256
Charge: 0
Orbital gap (Ha): 0.32407
Electronic energy (Eh): -2102.11048